1.
119
Properties=species:S:1:pos:R:3:forces:R:3 method="wB97M-V/def2-TZVPD" smiles="CCCN[C@@]1(P(C)CC)[C@@H](CCCNCc2ccccc2O)[C@@](ON=O)(c2ccncc2)[C@@H]([PH2]=O)OS1(=O)=O.O=C1C=C(O)C(=O)C=C1O.O=C1C=C(O)C(=O)C=C1O.O=C1C=C(O)C(=O)C=C1O" gap_ev=6.83 multiplicity=1 energy_ev=-119672.04857 charge=0
H 6.89439 9.01914 -2.08344 -0.01 -0.02 -0.02
C -8.01641 -4.08348 1.07152 0.09 -0.13 0.03
H 1.16147 -3.21310 -1.10497 0.12 0.29 -0.13
C -1.23487 -2.97078 6.59000 0.13 0.04 0.09
N -1.31785 -2.60179 3.22476 0.20 -0.07 0.39
H 4.05366 2.87307 -2.81533 -0.34 -0.45 -0.22
C -0.98163 -0.98337 0.16354 0.14 -0.03 -0.03
C 5.34857 10.01011 -2.33644 0.09 0.16 0.04
H -2.11140 -6.11722 1.15604 -0.20 -0.11 0.03
C 2.63297 9.76281 -3.10050 -0.08 -0.16 -0.05
C 2.56030 -2.78333 2.72739 0.32 -0.08 -0.58
C -1.43739 -6.32891 0.32903 0.14 0.16 0.04
O -1.72884 -1.12574 -2.79625 0.15 -0.21 0.32
H 5.05458 12.10121 -2.07974 0.02 -0.01 0.00
N -0.91392 2.30133 0.42217 0.09 0.05 0.22
C -0.59359 -2.33996 -0.53420 -0.56 0.00 -0.70
C 1.00763 -3.68427 0.84705 1.04 0.20 0.01
C 0.21442 0.74133 -1.40223 0.18 -0.19 -0.03
H -3.90866 -2.23504 -0.52797 -0.08 0.08 0.04
H -0.73194 2.17300 -2.69469 -0.05 0.07 -0.02
O -1.10597 -3.47639 -2.92947 -0.28 0.24 0.05
O -4.48506 0.82628 -2.93891 0.04 -0.09 0.04
C -2.15631 -0.15958 -1.83942 0.04 0.49 -0.01
C -6.76310 -1.53141 1.73227 -0.10 0.14 -0.03
O -8.84331 -0.62703 1.07628 -0.13 -0.04 -0.02
H 1.09052 10.75563 -3.35176 0.02 0.03 0.00
O 0.63600 -1.78960 -2.88447 -0.18 0.15 0.17
H 0.35796 -4.96959 4.40424 0.03 -0.11 -0.06
H -2.97821 -0.58579 -1.26468 -0.16 0.01 0.00
C 4.63335 11.14325 -2.34913 -0.10 0.13 0.00
H 2.92570 7.66916 -3.34753 -0.01 0.01 -0.01
H -2.86130 -3.24219 4.50690 -0.11 0.06 -0.02
H 2.96911 -4.46488 1.39577 -0.09 -0.19 0.18
C 1.46178 0.26629 -1.04385 -0.23 0.14 0.13
O -5.91766 -4.98078 1.68068 0.12 0.03 0.04
H 1.48137 -3.86866 8.36560 0.01 0.00 0.10
O 2.50736 12.06912 -2.79558 -0.13 -0.04 -0.03
O 5.00598 1.44664 -4.22204 0.11 0.08 0.06
C -6.64672 -4.01518 1.53859 -0.28 -0.12 -0.13
C -6.06561 -2.66532 1.87349 0.12 0.14 0.06
C -8.71933 -2.95016 0.93362 -0.07 -0.17 -0.06
C 0.78797 -3.81955 7.53833 0.46 -0.13 0.41
H 6.69385 1.47345 -6.23304 0.01 0.00 0.00
P -1.93206 -3.60061 -0.00684 -0.18 0.04 0.80
P -3.05552 1.16186 -2.77864 -0.67 -0.13 -0.27
O 1.34943 9.81574 -3.42493 0.03 0.05 0.01
H 1.31294 2.96125 -3.69678 0.08 0.10 -0.11
C 2.45303 -3.50861 1.37375 -0.18 0.36 -0.10
H -4.55827 -3.65366 2.31014 0.08 0.00 -0.05
H 0.31758 -3.48185 1.65706 -0.39 -0.13 -0.09
C 5.34572 3.75462 -3.91217 0.05 0.16 0.01
C 5.59375 2.43438 -4.61306 0.13 -0.10 -0.16
O -9.97482 -2.91467 0.51437 0.03 0.05 0.02
H -2.01949 -1.13033 0.46854 -0.12 0.04 0.03
H -3.31606 -3.06530 -2.01104 -0.07 0.10 -0.07
H 2.98590 -2.90912 0.63716 0.13 -0.06 -0.14
H 8.33610 4.54066 -7.10860 -0.01 0.04 0.03
H 3.55080 0.43183 -1.36422 0.14 0.02 -0.06
C 0.17175 -4.43863 5.32802 0.05 0.00 0.16
O -4.81110 -2.70734 2.30679 -0.22 -0.13 -0.03
C -1.50077 -5.23034 -0.74579 0.29 -0.40 0.16
C -8.13012 -1.59664 1.24641 0.30 0.12 0.11
S -0.63492 -2.23674 -2.39333 0.77 -0.31 -0.58
H -2.34914 1.29244 -3.98729 0.20 0.01 0.10
C 0.19563 1.72547 -2.37061 -0.64 0.19 -0.25
H -4.14025 -3.95657 -0.74584 -0.10 -0.06 0.09
H 0.91966 -4.71529 0.51419 -0.39 -0.14 0.07
C -2.05221 -1.35671 3.12450 -0.35 0.63 -0.10
C -1.08461 0.22614 -0.80723 0.19 -0.06 0.38
C 2.57676 0.80082 -1.65741 0.49 -0.25 0.09
O 4.46915 3.75466 -2.92727 0.16 0.19 0.08
C -0.97038 -3.66025 5.41750 -0.42 -0.25 -0.52
H -2.24974 -1.47101 7.23637 -0.02 -0.12 0.13
C 1.35514 2.18885 -2.94359 0.26 -0.02 0.05
C -3.45215 -3.13296 -0.93454 0.26 -0.16 -0.19
H -8.42930 -5.05639 0.84610 -0.02 0.01 -0.01
H 1.66953 -2.92404 3.33245 0.03 -0.08 0.22
C 6.93918 4.84123 -5.36634 -0.19 0.14 0.27
N 0.77969 -2.75591 -0.28524 -0.19 -0.39 0.40
H -0.44176 -6.42097 0.75854 0.09 0.06 0.05
C 5.99189 4.87634 -4.27464 0.17 0.16 -0.15
C -1.20286 -0.20656 2.60147 0.85 -0.49 0.25
H 1.58793 -0.50827 -0.31045 0.02 -0.20 0.01
O 8.03752 3.61028 -7.08524 -0.01 0.03 0.03
H -2.84258 2.36589 -2.09032 0.27 0.00 -0.01
H 2.72001 -1.72099 2.55780 -0.20 0.18 0.13
C 7.16473 3.53902 -6.08468 0.06 -0.18 -0.12
C -0.35473 -3.06049 7.65556 -0.22 0.31 0.03
H 0.40695 -1.38784 1.85380 0.12 -0.21 -0.33
H 3.43611 -3.13151 3.26831 -0.04 -0.07 0.23
N 2.55750 1.73535 -2.59546 -0.24 0.30 0.24
C 6.53392 2.41510 -5.72746 -0.09 -0.07 0.04
O -1.51356 3.00893 1.12310 0.01 -0.02 -0.12
O 6.62765 9.95529 -1.99550 -0.04 -0.06 -0.02
C -1.86437 -3.55500 4.20736 0.00 0.13 -0.08
H -0.54763 -5.17965 -1.26567 -0.01 0.05 -0.16
H -2.47454 -1.04742 4.08652 -0.02 0.00 0.14
O -1.75698 1.26635 -0.04761 -0.22 -0.09 -0.16
H -1.81519 0.63725 2.30689 -0.29 0.00 -0.01
H -2.90639 -1.47195 2.46737 -0.15 -0.33 -0.18
C 1.06004 -4.52432 6.38512 0.04 -0.09 -0.41
C -0.23675 -0.60940 1.46665 -0.48 0.41 0.16
H -0.56682 -2.51642 8.56547 -0.01 0.01 0.12
H -2.24168 -5.52388 -1.48386 -0.09 0.28 -0.21
H 1.94868 -5.12680 6.28377 0.12 -0.04 0.12
H -1.68355 -7.29543 -0.10015 -0.10 -0.12 -0.01
H -0.58155 0.14069 3.43277 0.11 0.10 -0.02
H -0.36351 -2.40995 3.50343 0.00 0.16 0.07
H 0.40430 0.25262 1.29632 0.16 0.02 -0.13
H -6.35296 -0.55898 1.96625 0.02 -0.01 0.00
O 7.57700 5.80592 -5.75767 0.07 -0.03 -0.11
C 4.74795 8.68088 -2.71805 -0.31 -0.12 -0.09
O 5.48289 7.71041 -2.68821 0.14 0.12 0.10
O -2.38168 -2.22786 6.65687 -0.12 0.21 -0.13
H -1.95871 -4.54193 3.75178 0.03 -0.10 -0.10
H 5.82754 5.82396 -3.77730 -0.02 -0.12 0.01
C 3.34860 8.62999 -3.08990 0.08 -0.13 0.00
C 3.23754 11.09724 -2.73946 0.30 0.11 0.10
H -10.23165 -1.97155 0.50231 0.02 0.03 0.00

=====

2.
70
Properties=species:S:1:pos:R:3:forces:R:3 method="wB97M-V/def2-TZVPD" smiles="CC#CCN1c2ccccc2[C@]23C[C@@H](C(=O)OC)N(C(=O)c4cc(C)oc4C)C2=NC(C(=O)OC)=C(C(=O)OC)[C@H]13" de_lowest_kcal_mol=0.0 gap_ev=7.90 multiplicity=1 energy_ev=-52429.87521 charge=0
H 2.10636 -5.61229 -2.07519 0.05 -0.04 0.10
C -0.01390 1.97611 -0.03670 -1.15 0.04 -0.67
N 0.97722 1.07170 0.21998 0.48 -0.74 0.41
C -2.70928 -0.30371 1.39630 0.36 -0.21 0.52
C 2.51070 -5.55661 -1.06264 0.14 -0.11 -0.35
N -2.98901 0.14927 0.12155 -0.20 0.30 -0.21
H 0.11085 5.55280 2.44584 0.01 -0.03 -0.05
H 0.18365 -1.36917 2.83713 0.14 -0.02 0.02
H -4.52453 -4.48223 -2.42083 0.04 -0.09 -0.02
C -1.69459 -1.09569 3.84386 0.12 -0.09 0.14
O 1.77493 -4.61688 -0.28728 -0.19 -0.10 0.34
C 0.40292 5.30471 1.42881 0.17 0.27 -0.12
H -3.36828 4.09564 -2.81288 -0.10 -0.06 0.03
H -1.30570 -1.38794 4.80699 0.02 -0.02 0.10
C -3.88793 -2.80427 -1.35533 -0.19 0.39 0.06
H -2.76666 -4.27443 -2.32688 0.00 -0.12 -0.03
H 0.82641 -2.95566 1.11485 0.01 0.09 -0.15
C -3.70181 -4.17624 -1.77545 0.07 -0.22 -0.03
H -1.32135 -2.80954 -0.01764 0.02 0.03 -0.02
H -5.03177 -0.18165 0.10984 0.03 0.09 -0.14
C -1.37350 -0.70146 1.52317 -0.28 0.18 -0.07
O 0.07302 3.93391 1.24200 -0.11 -0.26 0.25
C -3.55199 -0.34133 2.49624 -0.04 -0.03 -0.17
C -0.55582 -2.12675 -0.38075 0.01 0.00 -0.06
H 2.54434 0.88224 -1.84213 -0.19 0.09 -0.18
C -3.02692 -0.74116 3.71485 -0.01 -0.06 0.05
H -3.67251 -4.83372 -0.90659 0.02 -0.10 -0.06
H -4.58901 -0.05477 2.41400 -0.11 0.07 -0.01
H -4.34187 0.37136 -1.43153 -0.08 -0.05 0.21
C -0.85371 -1.08567 2.73691 -0.09 0.04 0.05
O 4.99059 1.78049 0.10811 0.36 0.05 0.39
H -0.56167 -2.12468 -1.47334 0.04 -0.01 0.00
C 3.29094 0.98799 -1.08475 0.77 0.46 0.01
O -1.81779 3.92877 -0.85552 -0.28 -0.04 -0.14
C -2.06390 2.75676 -1.03479 0.01 0.37 0.17
C 0.66171 -0.17022 0.16412 -0.49 1.27 0.15
C 4.65671 0.59653 0.64476 -0.72 -0.89 0.01
O 1.89684 -3.11789 -1.95381 0.04 0.04 -0.04
H 3.38361 3.84544 -1.64361 0.03 0.09 0.00
H -4.69203 2.89041 -2.89568 0.03 0.00 0.04
C -4.18388 -0.28652 -0.57264 -0.08 0.20 0.05
H -0.14924 5.91130 0.70884 0.03 -0.01 0.05
C -0.74416 -0.69477 0.14505 -0.19 -0.23 -0.25
H -1.88165 -0.08159 -1.65978 0.00 -0.08 0.11
H -3.67020 -0.76665 4.58199 -0.05 0.01 0.07
C -4.08116 -1.66896 -1.02089 0.06 -0.43 -0.11
C 5.39113 0.10569 1.83704 0.00 0.27 -0.12
N 1.53381 -1.20511 0.16027 -0.02 -0.65 -0.09
O 3.49004 -2.23906 0.53154 -0.06 0.01 0.08
H 5.12132 3.87366 -1.27020 0.06 0.10 -0.04
C -1.72395 0.22393 -0.61981 0.29 0.32 -0.27
H 6.46332 0.21247 1.68352 0.08 -0.05 0.03
H 1.47376 5.46062 1.28269 -0.10 0.02 0.05
C 4.31612 3.28518 -1.70109 0.01 -0.07 0.13
H 4.53500 3.09148 -2.74949 0.07 0.04 -0.05
O 1.12201 3.95885 -0.74425 0.03 -0.07 0.02
H 5.15083 -0.94028 2.00127 0.02 -0.03 0.01
H 2.41676 -6.51218 -0.55370 0.00 0.06 -0.01
C 0.44027 3.40936 0.07940 0.17 0.03 0.00
C 2.92903 -1.20062 0.24647 0.37 0.16 0.21
C 4.16954 2.01325 -0.94859 -0.89 -0.43 -0.76
H -4.46380 3.89655 -1.43145 0.02 -0.03 -0.08
H 5.11807 0.68229 2.72127 0.02 0.02 0.07
C 3.58807 0.06330 -0.03783 1.00 0.49 0.11
C 1.58602 -3.42451 -0.83484 -0.22 0.11 0.02
C -1.22744 1.65826 -0.55229 0.46 0.01 0.26
O -3.13235 2.34273 -1.73871 0.15 -0.38 0.00
C 0.84409 -2.49301 0.12208 0.15 -0.39 0.05
H 3.55665 -5.25002 -1.11234 -0.06 -0.02 0.00
C -3.96330 3.37419 -2.24952 -0.09 0.41 -0.09